--- a ---
This record from OMol25 describes a 2-piece molecular cluster, C6H9N2 overall. The level of theory is wB97M-V/def2-TZVPD.

The calculation puts the HOMO energy (spin up / spin down) at -0.4635 / -0.4635 Ha. As for the molecular weight: 109.152 g mol⁻¹. As for the spin multiplicity: 1. The LUMO energy (spin up / spin down) comes out at -4.95 / -4.95 eV. As for the net charge: +1.

Geometry (Å):
C: -1.685 2.015 0.614
C: -0.074 -1.127 -0.198
C: -2.006 0.962 0.148
C: 1.003 -0.566 0.053
C: 3.100 0.559 -0.357
C: -2.241 -0.297 -0.370
N: -2.872 -1.250 0.243
N: 2.226 -0.133 0.476
H: -1.285 3.015 0.836
H: -0.378 -2.107 -0.535
H: 4.059 0.424 0.010
H: 3.178 0.340 -1.399
H: 2.868 1.682 -0.340
H: -2.036 -0.305 -1.378
H: -3.254 -1.013 1.119
H: -3.157 -2.009 -0.312
H: 2.555 -0.189 1.392

--- b ---
This record from OMol25 describes an isolated ion of composition C6H9N2 and charge +1. The level of theory is wB97M-V/def2-TZVPD.

The calculation puts the HOMO energy (spin up / spin down) at -0.4707 / -0.4719 Ha. As for the molecular weight: 109.152 g mol⁻¹. As for the spin multiplicity: 1. The LUMO energy (spin up / spin down) comes out at -5.96 / -5.08 eV. As for the net charge: +1.

Geometry (Å):
C: 1.166 1.056 0.310
C: 0.453 1.461 1.419
C: 0.666 0.159 -0.724
C: -0.782 0.951 1.643
C: 1.280 0.093 -1.958
C: -0.720 -1.696 -1.321
N: -0.406 -0.620 -0.482
N: -1.541 0.537 2.583
H: 2.106 1.408 0.068
H: 0.851 2.243 2.146
H: 0.945 -0.625 -2.794
H: 2.078 0.744 -2.305
H: 0.180 -2.517 -1.279
H: -1.644 -2.203 -0.841
H: -0.907 -1.524 -2.317
H: -1.197 0.240 3.466
H: -2.530 0.294 2.387

--- c ---
This record from OMol25 describes C6H9N2 as an isolated structure. The level of theory is wB97M-V/def2-TZVPD.

The calculation puts the HOMO energy at -0.4826 Ha. As for the molecular weight: 109.152 g mol⁻¹. As for the spin multiplicity: 1. The LUMO energy comes out at -4.89 eV. As for the net charge: +1.

Geometry (Å):
C: 0.807 -1.070 0.550
C: -0.686 1.189 -0.278
C: 0.494 0.764 0.231
C: -0.298 -0.295 0.992
C: 2.960 0.310 -0.286
C: -2.555 -0.436 -0.306
N: 1.629 -0.007 0.090
N: -1.575 0.307 0.466
H: 1.369 -2.770 0.857
H: -1.034 2.015 -0.897
H: 3.161 0.658 -1.359
H: 3.314 1.050 0.586
H: 3.478 -0.703 -0.376
H: -2.855 0.185 -1.193
H: -2.454 -1.542 -0.430
H: -3.622 -0.545 0.230
H: -2.132 0.889 1.122

Most stable: b. Least stable: c.

--- a ---
This record from OMol25 describes a 2-piece molecular cluster, C6H16N2O overall. The level of theory is wB97M-V/def2-TZVPD.

The calculation puts the HOMO energy at -0.3284 Ha. As for the molecular weight: 132.207 g mol⁻¹. As for the spin multiplicity: 1. The LUMO energy comes out at 0.92 eV.

Geometry (Å):
H: -0.712 -1.847 1.462
N: -0.156 -1.811 0.616
C: -0.824 -1.535 -0.443
C: -2.291 -1.247 -0.576
O: -0.271 -1.730 -1.663
N: 1.130 -2.004 -1.687
H: -2.449 -0.543 -1.390
H: -2.694 -0.847 0.351
H: -2.823 -2.167 -0.818
H: 1.215 -2.882 -2.201
H: 1.418 -2.199 -0.726
C: 1.709 1.504 1.653
C: 1.397 0.679 0.412
C: 0.313 1.241 -0.509
C: -0.949 1.741 0.175
H: 2.032 2.512 1.393
H: 2.509 1.030 2.220
H: 0.837 1.584 2.300
H: 0.978 -0.356 0.734
H: 2.305 0.480 -0.159
H: 0.973 2.109 -0.772
H: 0.172 0.691 -1.435
H: -1.310 1.008 0.892
H: -1.734 1.926 -0.554
H: -0.773 2.663 0.725

--- b ---
This record from OMol25 describes a 2-piece molecular cluster, C6H16N2O overall. The level of theory is wB97M-V/def2-TZVPD.

The calculation puts the HOMO energy at -0.2760 Ha. As for the molecular weight: 132.207 g mol⁻¹. As for the spin multiplicity: 1. The LUMO energy comes out at 0.37 eV.

Geometry (Å):
C: -2.001 -0.701 1.706
C: -1.439 -0.137 0.416
C: -0.179 0.542 0.451
C: 0.843 0.009 1.287
N: 0.978 -1.273 1.945
C: -0.098 1.796 -0.256
C: 0.132 1.790 -1.752
N: 1.299 0.925 -2.058
H: -3.128 -0.982 1.495
H: -1.748 -0.015 2.492
H: -1.492 -1.598 2.126
H: -2.284 0.382 -0.022
H: -1.469 -0.896 -0.369
H: 1.808 0.587 1.331
H: 0.709 -2.004 1.314
H: 1.836 -1.557 2.504
H: 0.927 2.359 -0.058
H: -0.951 2.328 0.163
H: -0.909 1.421 -2.218
H: 0.066 2.883 -2.125
H: 1.312 0.088 -1.437
H: 1.360 0.544 -3.046
O: 0.445 -2.027 -1.140
H: 1.148 -2.602 -1.546
H: -0.238 -2.084 -1.818

--- c ---
This record from OMol25 describes a 2-piece molecular cluster, C6H16N2O overall. The level of theory is wB97M-V/def2-TZVPD.

The calculation puts the HOMO energy at -0.3234 Ha. As for the molecular weight: 132.207 g mol⁻¹. As for the spin multiplicity: 1. The LUMO energy comes out at 0.88 eV.

Geometry (Å):
C: -1.187 0.516 0.819
C: -1.302 0.634 -0.832
C: -2.781 0.883 -1.148
N: -0.421 1.729 -1.215
O: -0.894 -0.505 -1.468
H: -1.607 1.441 1.211
H: -1.810 -0.320 1.128
H: -0.177 0.465 1.206
H: -3.375 0.041 -0.803
H: -3.133 1.794 -0.664
H: -2.910 0.979 -2.227
H: -0.740 2.610 -0.829
H: -0.397 1.808 -2.226
H: 0.172 -0.598 -1.327
C: 2.614 -0.254 1.413
C: 1.782 -0.942 0.370
C: 1.100 -2.208 0.776
N: 1.665 -0.559 -0.836
H: 3.043 0.675 1.034
H: 3.419 -0.910 1.733
H: 2.007 -0.024 2.285
H: 1.858 -2.944 1.097
H: 0.446 -2.025 1.619
H: 0.515 -2.610 -0.048
H: 2.114 0.322 -1.070

Most stable: c. Least stable: b.

--- a ---
This record from OMol25 describes a 2-piece molecular cluster, C3H10N2O3 overall. The level of theory is wB97M-V/def2-TZVPD.

The calculation puts the HOMO energy at -0.3450 Ha. As for the molecular weight: 122.124 g mol⁻¹. As for the spin multiplicity: 1. The LUMO energy comes out at 0.75 eV.

Geometry (Å):
N: 1.492 -1.107 -1.421
C: 0.331 -0.903 -0.767
O: -0.706 -0.889 -1.434
C: 0.282 -0.363 0.644
N: 1.594 -0.508 1.314
C: 0.143 1.240 0.386
O: -0.663 1.748 1.411
H: 1.373 -1.384 -2.381
H: 2.397 -1.316 -1.036
H: -0.530 -0.749 1.257
H: 2.008 -1.410 1.136
H: 1.525 -0.281 2.293
H: -0.379 1.386 -0.552
H: 1.122 1.693 0.518
H: -1.557 1.434 1.395
O: -2.798 0.599 -0.532
H: -2.101 0.157 -1.076
H: -3.533 0.653 -1.155

--- b ---
This record from OMol25 describes a 2-piece molecular cluster, C3H10N2O3 overall. The level of theory is wB97M-V/def2-TZVPD.

The calculation puts the HOMO energy at -0.3254 Ha. As for the molecular weight: 122.124 g mol⁻¹. As for the spin multiplicity: 1. The LUMO energy comes out at 0.64 eV.

Geometry (Å):
N: 0.939 -0.969 1.902
C: 0.254 -0.340 0.912
O: 0.355 0.847 0.688
C: -0.692 -1.253 0.111
N: -1.585 -0.506 -0.710
C: -1.230 0.123 -1.955
O: -1.442 1.505 -1.945
H: 1.315 -0.410 2.654
H: 0.602 -1.871 2.201
H: -1.295 -1.900 0.748
H: -0.019 -1.903 -0.460
H: -2.541 -0.463 -0.430
H: -1.822 -0.298 -2.762
H: -0.192 -0.140 -2.189
H: -0.845 1.859 -1.261
O: 3.039 1.855 1.114
H: 3.015 1.654 0.171
H: 2.145 2.211 1.213

Most stable: b. Least stable: a.